ORCA calculation (wB97M-V/def2-TZVPD) on 2 unconnected molecules or ions with the total composition CH4N2 in a non-equilibrium geometry.

Structure (XYZ):
```
7
CH4N2 (wB97M-V/def2-TZVPD)
C -0.05301 0.51159 0.27885
N 0.47193 -0.47341 -0.62637
N 0.14361 -0.87726 0.61102
H 0.73696 1.14518 0.75204
H -0.95772 0.90908 0.07500
H -1.16527 0.16363 -2.24706
H 0.82349 -1.37880 1.15653
```

Summary:
HOMO energy (alpha / beta): -10.280 / -8.553 eV
lowest unoccupied orbital energy (alpha / beta): 0.41 / 0.14 eV

ORCA calculation (wB97M-V/def2-TZVPD) on a molecular structure, C39H50CsN15O7S5Si in a non-equilibrium geometry.

Structure (XYZ):
```
118
C39H50CsN15O7S5Si (wB97M-V/def2-TZVPD)
Cs -0.46251 2.08974 -0.59291
N -2.46959 5.36920 0.69096
C -3.42733 4.62631 0.09543
N -3.24026 3.51875 -0.56022
C -4.42003 3.02533 -1.06196
C -5.53102 3.75521 -0.78899
S -5.09353 5.16955 0.09933
C -4.43653 1.75069 -1.79778
C -5.38233 1.41273 -2.70805
S -5.10310 -0.19468 -3.27725
C -3.68715 -0.27690 -2.24826
N -3.46483 0.79868 -1.55932
N -2.95434 -1.41603 -2.17778
H -1.51592 5.02628 0.60060
H -2.69745 5.71733 1.61878
H -6.55557 3.49590 -0.99453
H -6.18418 2.02102 -3.08919
H -2.96706 -2.03759 -2.96747
H -2.05796 -1.38676 -1.69817
O 0.05020 5.86774 -2.63828
C 0.55782 4.86926 -2.11926
O 0.53897 3.66347 -2.48696
C 1.34707 5.07485 -0.82505
C 2.71191 5.35443 -0.87073
C 3.41291 5.45921 0.31448
C 2.73771 5.27625 1.51452
C 1.38421 4.99702 1.46649
N 0.69151 4.90088 0.32856
H 3.19654 5.46801 -1.83134
H 4.47744 5.66538 0.30820
H 3.24686 5.32497 2.46770
H 0.81859 4.82091 2.37429
N -3.77222 2.75745 2.46815
C -4.08769 1.45238 2.41410
N -3.21482 0.48987 2.36424
C -3.83207 -0.73684 2.33769
C -5.18919 -0.72634 2.33942
S -5.75666 0.90886 2.38114
C -3.01094 -1.95804 2.34064
C -3.38572 -3.12472 2.92428
S -2.15062 -4.31276 2.70494
C -1.21586 -3.12262 1.81679
N -1.77931 -1.96257 1.72363
N 0.01335 -3.43266 1.30243
H -2.80260 3.02005 2.65258
H -4.46182 3.46125 2.66400
H -5.86025 -1.56377 2.25518
H -4.27464 -3.32003 3.49906
H 0.15054 -4.41600 1.12618
H 0.22336 -2.87377 0.46930
O -3.05008 5.74994 3.67931
C -2.11023 5.12464 4.17390
N -1.41183 4.11209 3.60581
C -0.46699 3.67098 4.49670
O 0.33872 2.77298 4.33163
C -0.55110 4.50405 5.76424
C 0.17380 4.48473 6.93562
C -0.16350 5.41736 7.91669
C -1.19486 6.32953 7.71130
C -1.91908 6.33551 6.51888
C -1.57273 5.40758 5.56085
H 0.97361 3.76823 7.07662
H 0.38183 5.43765 8.85302
H -1.43397 7.04405 8.49031
H -2.72193 7.04106 6.34443
N 4.69353 -0.63403 2.19216
N 3.46152 0.00358 2.04989
N 2.41157 -0.34833 2.74695
C 1.51105 0.52153 2.29598
N 2.02946 1.34894 1.37673
N 3.28869 1.00121 1.23266
H 4.47498 -1.62062 2.30543
H 5.15557 -0.52249 1.29378
H 0.49276 0.56269 2.64483
C 0.04567 -2.08642 -4.91938
C 1.53953 -2.37897 -5.03345
C 1.77125 -3.59437 -5.93034
C 2.26698 -1.15931 -5.58773
O 2.13114 -2.64884 -3.76843
Si 1.47400 -3.31662 -2.39609
S 0.23336 -2.10083 -1.33200
O 0.80519 -4.73606 -2.95330
C 0.50657 -5.94649 -2.28186
C -0.70635 -6.54175 -2.99039
C 1.71156 -6.87674 -2.41722
C 0.18620 -5.71069 -0.80647
O 2.80319 -3.83280 -1.53269
C 4.00689 -3.13693 -1.24022
C 4.47448 -3.66446 0.11364
C 5.02488 -3.47351 -2.32778
C 3.79603 -1.62701 -1.16581
H -0.35486 -1.83615 -5.90495
H -0.13155 -1.25510 -4.23782
H -0.48563 -2.96011 -4.53575
H 1.36184 -3.42235 -6.92919
H 1.29274 -4.46916 -5.48934
H 2.84222 -3.79019 -6.01795
H 1.90916 -0.91484 -6.59041
H 3.33984 -1.35741 -5.63499
H 2.10172 -0.29957 -4.93749
H -0.48704 -6.67158 -4.05203
H -1.55686 -5.86533 -2.89351
H -0.97405 -7.51081 -2.56274
H 1.93210 -7.04458 -3.47354
H 1.51590 -7.84027 -1.93911
H 2.58216 -6.41299 -1.95236
H -0.63655 -5.00200 -0.70388
H 1.06175 -5.29518 -0.30328
H -0.08293 -6.65410 -0.32410
H 4.58884 -4.74953 0.07141
H 3.72793 -3.43074 0.87647
H 5.43500 -3.22413 0.39649
H 5.17463 -4.55449 -2.37363
H 5.98519 -2.99177 -2.12547
H 4.64783 -3.13309 -3.29239
H 3.04229 -1.37523 -0.41882
H 3.45118 -1.23565 -2.12349
H 4.74197 -1.13155 -0.92594
```

Summary:
total charge: -2
HOMO energy: -3.191 eV
lowest unoccupied orbital energy: 3.56 eV

ORCA calculation (wB97M-V/def2-TZVPD) on a molecular structure, C35H32BrCl3FeGeN6O3S in a non-equilibrium geometry.

Structure (XYZ):
```
83
C35H32BrCl3FeGeN6O3S (wB97M-V/def2-TZVPD)
Fe 1.45450 0.88734 0.66911
C -3.66977 -0.98214 6.08095
C -3.11553 0.07229 5.07135
C -3.65628 -0.22707 3.68108
C -3.72208 1.40433 5.53584
C -1.58725 0.11958 5.07659
C -0.88593 0.12646 6.31806
C 0.52386 0.25145 6.39029
C 1.25099 0.34455 5.21128
S 2.94928 0.40379 4.99633
C 2.70134 0.26706 3.25116
N 1.43124 0.35580 2.83530
C 0.57553 0.34581 3.95232
C -0.82465 0.22181 3.90943
C 3.77141 0.24575 2.31364
C 5.13304 0.17481 2.62214
C 6.06626 -0.04889 1.61272
C 5.63396 -0.25675 0.32423
C 4.25981 -0.18504 0.03289
C 3.34773 0.19960 0.95815
H -4.73822 -1.19745 5.84238
H -3.57008 -0.73208 7.13536
H -3.11754 -1.91120 5.91944
H -4.72563 -0.39791 3.70249
H -3.19771 -1.10760 3.22657
H -3.38939 0.62382 3.03521
H -4.82655 1.32761 5.48535
H -3.45425 2.25627 4.90134
H -3.44014 1.63163 6.57137
H -1.44330 0.15927 7.25160
H 1.04274 0.26935 7.33719
H -1.24635 0.07332 2.90747
H 5.44393 0.26158 3.64469
H 7.10331 -0.10577 1.86984
H 6.26378 -0.47936 -0.52314
H 3.90323 -0.36920 -0.99807
C 0.29600 -0.93720 -2.52967
C 0.86116 0.44659 -2.51660
N 1.55583 0.96709 -1.52502
C 2.13130 2.13689 -2.04596
C 1.61097 2.39320 -3.24117
N 0.81281 1.28361 -3.60867
C -0.02949 1.22402 -4.78410
N 0.53210 0.27750 -5.73018
N -0.36727 -0.58169 -6.35218
N 0.20186 -1.10863 -7.40651
C 1.49145 -0.55824 -7.54122
C 2.43189 -0.83429 -8.51597
C 3.61589 -0.07680 -8.47136
C 3.84862 0.84545 -7.44793
C 2.91227 1.03508 -6.38601
C 1.72345 0.34515 -6.49363
H 0.42161 -1.35166 -1.53403
H 0.78577 -1.52683 -3.31326
H -0.77841 -0.88539 -2.71713
H 2.87431 2.68819 -1.47990
H 1.88426 3.19305 -3.92998
H -0.04300 2.24628 -5.21249
H -1.06517 0.86331 -4.59614
H 2.24684 -1.59261 -9.26445
H 4.38512 -0.21936 -9.25704
H 4.80294 1.38356 -7.36227
H 3.15975 1.72464 -5.58782
Br 1.58812 3.23905 0.99326
O -3.05648 1.61575 0.03841
C -3.73897 0.45331 -0.11627
C -5.12690 0.46076 -0.26567
C -5.78832 -0.65576 -0.73458
C -5.09814 -1.80184 -1.02528
C -3.74516 -1.92149 -0.69879
C -3.02575 -0.78350 -0.24585
C -1.56803 -0.94389 0.12338
O -0.93183 -2.01208 -0.12381
O -1.01707 0.09039 0.69116
H -3.65024 2.41736 -0.13774
H -5.70301 1.37504 -0.09245
H -6.86186 -0.63190 -0.90068
H -5.62955 -2.65555 -1.48772
H -3.25227 -2.85846 -0.76528
Cl -0.31397 -3.48880 2.43784
Ge 1.29170 -2.62977 1.19420
Cl 3.02769 -3.20783 2.51414
Cl 2.05187 -3.46457 -0.69956
```

Summary:
HOMO energy (alpha / beta): -8.388 / -8.470 eV
lowest unoccupied orbital energy (alpha / beta): -2.35 / -2.43 eV
spin multiplicity: 5
expectation value of S²: 6.36

ORCA calculation (wB97M-V/def2-TZVPD) on a molecular structure, C16H29Cl2N2O2PS3SiTi in a non-equilibrium geometry.

Structure (XYZ):
```
57
C16H29Cl2N2O2PS3SiTi (wB97M-V/def2-TZVPD)
Ti -0.27119 -0.37109 0.26751
C 3.12977 3.67234 2.21752
C 2.98929 3.85634 0.71662
O 1.71964 3.46175 0.18796
P 0.86820 2.22634 0.85554
S -2.02215 0.27631 1.39977
S 1.95582 0.50225 0.31366
O -0.21934 2.06013 -0.40588
C -1.31666 3.00541 -0.36538
C -2.31555 2.64735 -1.43563
H 4.07833 4.10182 2.54419
H 3.12522 2.61585 2.49540
H 2.32059 4.17024 2.75290
H 3.76270 3.29099 0.19058
H 3.10424 4.90777 0.45680
H -0.89790 3.99965 -0.52900
H -1.77777 2.96741 0.62343
H -1.86156 2.68744 -2.42721
H -3.15059 3.34946 -1.40213
H -2.70473 1.64408 -1.26027
C 0.42965 -0.03190 3.86998
Si 0.07248 -1.76724 3.28672
C 1.44570 -2.76441 4.08057
C -1.57057 -2.34428 3.94549
C 0.13595 -2.02519 1.42109
H -0.37687 0.66665 3.65195
H 1.34254 0.34989 3.40352
H 0.59030 -0.05130 4.95310
H 1.38471 -2.69490 5.17070
H 2.42054 -2.37353 3.77381
H 1.40801 -3.82361 3.80816
H -1.60820 -2.23031 5.03266
H -1.73530 -3.40043 3.71132
H -2.38529 -1.76050 3.51368
H -0.57816 -2.81413 1.14414
H 1.14581 -2.36039 1.15982
N -3.01700 -2.04795 -0.45907
C -2.43704 -1.48069 -1.52962
N -1.31095 -0.78638 -1.48496
C -0.98057 -0.28677 -2.77051
C 0.13288 0.47592 -3.09795
C 0.30015 0.87366 -4.41169
C -0.61675 0.51813 -5.40372
C -1.72267 -0.24773 -5.08625
C -1.88401 -0.63454 -3.76262
S -3.16859 -1.58893 -3.08892
H -2.87794 -1.52754 0.41336
H -3.91933 -2.47070 -0.60027
H 0.85434 0.75959 -2.34341
H 1.16203 1.47420 -4.67032
H -0.46056 0.83782 -6.42551
H -2.44533 -0.53082 -5.84017
Cl 1.58722 -4.05733 -4.14135
C 2.03260 -3.90245 -2.43826
Cl 1.42036 -2.40359 -1.72461
H 3.11174 -3.88737 -2.36301
H 1.60175 -4.73279 -1.89425
```

Summary:
HOMO energy: -8.069 eV
lowest unoccupied orbital energy: 0.08 eV

ORCA calculation (wB97M-V/def2-TZVPD) on a molecular structure, C35H51Cl5N8O2PSn in a non-equilibrium geometry.

Structure (XYZ):
```
103
C35H51Cl5N8O2PSn (wB97M-V/def2-TZVPD)
Sn 0.26939 -0.63871 0.76272
Cl -0.44469 0.15560 3.70946
C 0.59381 1.41963 3.08609
C 1.20813 1.21290 1.86059
C 2.04468 2.22219 1.42723
Cl 2.84125 2.06357 -0.12643
C 2.29251 3.38009 2.16586
Cl 3.39099 4.57527 1.59925
C 1.66376 3.54457 3.39855
Cl 1.97221 4.93908 4.35321
C 0.79796 2.55329 3.86548
Cl 0.04590 2.71620 5.40616
N 2.62515 -1.14789 0.11587
C 3.36011 -1.21083 1.39361
C 4.83838 -1.61334 1.25583
C 5.80758 -0.55167 1.78398
C 6.11195 -0.76321 3.26763
N 4.92199 -1.08770 4.05411
C 4.10730 -0.23199 4.64657
N 2.98607 -0.70494 5.20034
N 4.38948 1.07235 4.73978
C 2.52926 -2.04082 2.38717
O 3.07989 -2.46241 3.41534
O 1.29090 -2.14917 2.11234
H 2.64839 -2.05610 -0.33982
H 3.05605 -0.47789 -0.51048
H 3.30599 -0.19929 1.80966
H 5.03646 -1.77902 0.19603
H 5.02755 -2.56334 1.76147
H 5.40114 0.44861 1.59050
H 6.75963 -0.61266 1.25361
H 6.65072 0.07738 3.70592
H 6.76622 -1.62820 3.36767
H 4.48562 -1.99578 3.82754
H 2.71886 -1.66140 5.01102
H 2.28764 -0.08193 5.56820
H 5.17288 1.46619 4.25243
H 3.75128 1.70627 5.19004
C 2.01782 -1.77330 -4.12961
C 1.22942 -0.45929 -4.11278
C 2.18710 0.67915 -3.73023
C 0.67406 -0.16392 -5.50626
P -0.02238 -0.54469 -2.70278
C -0.95967 1.01760 -2.94444
C -1.98118 1.23898 -3.87196
C -2.60451 2.47533 -3.96780
C -2.20709 3.52580 -3.14788
C -1.19133 3.32852 -2.22503
C -0.58655 2.08132 -2.11947
C -1.23049 -1.96305 -2.93806
C -0.56988 -3.17667 -2.25684
C -1.62733 -2.36576 -4.35840
C -2.48429 -1.59972 -2.12381
H 2.89121 -1.67119 -4.78123
H 1.42104 -2.60366 -4.50927
H 2.37571 -2.04044 -3.12972
H 3.05203 0.66623 -4.40037
H 2.54896 0.57808 -2.70312
H 1.70703 1.65483 -3.82035
H 1.50949 -0.02519 -6.20152
H 0.08665 0.75447 -5.51724
H 0.06030 -0.97604 -5.89167
H -2.29574 0.44528 -4.53575
H -3.39514 2.62288 -4.69365
H -2.68568 4.49375 -3.23669
H -0.86786 4.14116 -1.58426
H 0.19500 1.93210 -1.38066
H 0.31893 -3.51205 -2.79406
H -1.27767 -4.01107 -2.22738
H -0.28159 -2.95218 -1.22696
H -0.78211 -2.76768 -4.91784
H -2.05795 -1.54598 -4.93202
H -2.38325 -3.15650 -4.29902
H -2.22626 -1.17366 -1.14858
H -3.07453 -2.50389 -1.94616
H -3.11419 -0.87768 -2.64391
C -4.90758 2.06733 -0.51181
C -4.15744 2.62901 0.70690
C -3.93027 4.13678 0.54885
C -4.91802 2.33014 2.00393
C -2.84285 1.95348 0.76435
N -1.84109 1.39228 0.79117
H -5.88399 2.54979 -0.58389
H -5.05724 0.98997 -0.41893
H -4.35182 2.26031 -1.43144
H -4.89856 4.63318 0.46898
H -3.35545 4.34960 -0.35396
H -3.39944 4.54807 1.40858
H -5.87415 2.85533 1.98438
H -4.35724 2.66426 2.87746
H -5.11438 1.26196 2.10749
N -5.68058 -2.43912 1.60344
C -4.36155 -2.81105 1.62075
C -3.32850 -1.86311 1.71701
N -2.06209 -2.22614 1.69672
C -1.78230 -3.52996 1.59662
C -2.80391 -4.45393 1.49633
N -4.08941 -4.10442 1.50317
H -5.94171 -1.54699 1.98131
H -6.35102 -3.18236 1.70356
H -3.54310 -0.80046 1.79481
H -0.73733 -3.81711 1.60829
H -2.58943 -5.51354 1.40813
```

Summary:
total charge: +1
HOMO energy: -9.724 eV
lowest unoccupied orbital energy: -1.82 eV

ORCA calculation (wB97M-V/def2-TZVPD) on a molecular structure, C4H5NO in a non-equilibrium geometry.

Structure (XYZ):
```
11
C4H5NO (wB97M-V/def2-TZVPD)
C 0.67062 0.49884 0.04117
C -1.93835 -0.28922 0.00409
C -1.21683 0.81977 0.07363
C 2.41707 -0.17078 0.01378
N 1.83037 1.13124 -0.08153
O 1.06774 -0.81294 -0.03932
H -2.98919 -0.39452 -0.27691
H -1.51362 -1.35704 0.12455
H -1.47475 1.87385 -0.05105
H 3.00766 -0.51784 -0.92293
H 2.94031 -0.31493 0.91390
```

Summary:
HOMO energy: -9.886 eV
lowest unoccupied orbital energy: 1.00 eV

Calculated relative energy (zero: lowest compared OMol25 entry of this formula, charge and spin) (kJ/mol), listed in the same order as above: 703.9, 0.0, 209.0, 66.5, 52.5, 402.4
Calculated E (eV), listed in the same order as above: -4075.587, -140551.477, -261248.177, -121974.686, -130868.871, -7762.356